Entry from the OMol25 dataset: the molecule C3H6N2 (ωB97M-V with the def2-TZVPD basis set).

Computed properties:
- SMILES: C[C@@H](N)C#N
- Kohn-Sham gap: 0.3814 Ha
- E_HOMO: -9.514 eV
- Energy: -6187.355 eV
- Max |F|: 1.95 eV/A
- ΔE to the lowest compared entry with this formula, charge and spin: 114.8 kJ/mol
- LUMO energy: 0.866 eV

Positions of all 11 atoms, in Å:
C1 -0.60419 -0.06825 -1.26873
C2 0.15084 0.41301 0.04810
N1 -0.44414 0.20942 1.42087
C3 1.37668 -0.35013 0.27277
N2 2.24911 -1.00576 0.65342
H1 -0.01049 0.03367 -2.20632
H2 -0.85229 -1.12956 -1.21066
H3 -1.51708 0.50853 -1.46154
H4 0.40016 1.47654 -0.18410
H5 0.01877 0.63347 2.23709
H6 -0.76738 -0.72093 1.69910